(1)
{
  "formula": "C23H34F6N6O7",
  "method": "wB97M-V/def2-TZVPD",
  "smiles": "CCOC(=O)C(F)(F)F.CCOC(=O)C(F)(F)F.COC(=O)OC.CC#N.CC#N.CC#N.CC#N.CC#N.CC#N",
  "energy_ha": -2351.1781,
  "species": ["C", "C", "O", "C", "O", "C", "F", "F", "F", "H", "H", "H", "H", "H", "C", "C", "O", "C", "O", "C", "F", "F", "F", "H", "H", "H", "H", "H", "C", "O", "C", "O", "O", "C", "H", "H", "H", "H", "H", "H", "C", "C", "N", "H", "H", "H", "C", "C", "N", "H", "H", "H", "C", "C", "N", "H", "H", "H", "C", "C", "N", "H", "H", "H", "C", "C", "N", "H", "H", "H", "C", "C", "N", "H", "H", "H"],
  "xyz": [[-4.6380, 0.2059, 1.9125], [-5.3810, -1.1142, 1.9118], [-4.5356, -2.1855, 1.5331], [-5.1486, -3.3145, 1.1910], [-6.3141, -3.4949, 1.0835], [-4.1439, -4.4952, 0.9552], [-2.8826, -4.1483, 1.2125], [-4.5046, -5.4857, 1.7843], [-4.2578, -4.9308, -0.3027], [-4.2797, 0.4730, 0.9147], [-3.7546, 0.1291, 2.5518], [-5.2311, 1.0495, 2.2583], [-6.2676, -1.0237, 1.2768], [-5.8113, -1.2872, 2.9026], [-1.5311, 2.4900, -0.8045], [-1.9026, 2.6898, 0.6650], [-1.3092, 1.6851, 1.4786], [-0.0716, 1.8621, 1.8855], [0.6126, 2.8028, 1.6031], [0.4915, 0.6696, 2.6904], [-0.4312, -0.2372, 2.9509], [1.4722, 0.1172, 1.9787], [1.0113, 1.0940, 3.8309], [-0.5206, 2.8747, -0.9496], [-2.1666, 3.1636, -1.3878], [-1.6139, 1.4905, -1.2221], [-2.9816, 2.6517, 0.8010], [-1.6221, 3.7081, 0.9330], [2.4393, 1.0113, -0.9997], [1.0260, 0.8116, -0.9696], [0.5550, -0.4239, -0.9549], [1.1953, -1.4287, -0.8243], [-0.7628, -0.3110, -1.0695], [-1.6112, -1.3357, -0.6611], [2.7126, 1.1998, -2.0361], [2.9366, 0.1260, -0.6071], [2.6997, 1.8384, -0.3434], [-2.2023, -1.8799, -1.4108], [-2.4126, -0.9759, -0.0132], [-1.1141, -2.1577, -0.1422], [5.5622, -0.0886, -2.3342], [4.6948, 0.1033, -3.4968], [4.0237, 0.2406, -4.4090], [6.2691, 0.7392, -2.3644], [6.0460, -1.0604, -2.4134], [4.9193, -0.0732, -1.4575], [3.6553, 3.6037, 2.0052], [3.2410, 4.4241, 0.8771], [2.9867, 5.0583, -0.0487], [3.0389, 2.7303, 2.1832], [3.5589, 4.2492, 2.8808], [4.6794, 3.2760, 1.8460], [3.6355, 3.8217, -2.9702], [5.0037, 3.4579, -2.6163], [6.1049, 3.2372, -2.3776], [3.6611, 4.8870, -3.2127], [2.9223, 3.6968, -2.1599], [3.2465, 3.3198, -3.8541], [0.6296, -4.5717, 0.3143], [0.0478, -5.0094, 1.5726], [-0.4400, -5.3922, 2.5369], [1.5426, -3.9837, 0.3529], [-0.1052, -4.0155, -0.2632], [0.8993, -5.4662, -0.2529], [-4.8871, -0.0827, -2.1154], [-6.0681, -0.9064, -1.8999], [-7.0181, -1.5135, -1.6955], [-4.1879, -0.3580, -2.9035], [-4.2759, -0.2283, -1.2182], [-5.1347, 0.9702, -2.2181], [3.9098, -1.9482, 0.9468], [4.2398, -0.5582, 1.2051], [4.4602, 0.5470, 1.4085], [4.0979, -2.2200, -0.0942], [2.8430, -2.1313, 1.0823], [4.4500, -2.6686, 1.5576]],
  "atomic_forces_ev_per_a": [[0.99, -0.31, -0.14], [-1.59, 1.42, 0.41], [0.52, -0.11, -0.17], [0.61, -0.42, -0.10], [-0.58, -0.03, 0.04], [-0.81, 0.50, 0.54], [-0.07, -0.18, -0.30], [0.33, 0.11, -0.28], [0.31, 0.03, 0.11], [-0.04, -0.11, -0.02], [-0.02, 0.11, 0.00], [-0.31, -0.24, 0.12], [0.29, -0.40, -0.34], [0.34, -0.32, 0.07], [-0.11, 1.16, -0.11], [-0.39, 0.52, -1.49], [-0.37, -0.71, 0.90], [0.08, 0.55, -0.81], [0.31, 0.03, 0.37], [-0.34, 0.62, -0.22], [-0.23, -0.50, 0.07], [0.18, -0.38, -0.24], [0.14, 0.18, 0.43], [0.04, -0.34, -0.08], [-0.10, -0.03, 0.03], [-0.12, 0.27, 0.43], [0.03, -0.51, 0.26], [0.39, -0.21, 0.43], [0.18, -0.51, -0.01], [-0.17, 0.48, -0.02], [0.42, 0.25, 0.25], [-0.04, -0.54, 0.03], [-0.45, -0.05, -0.45], [-1.25, -2.11, 0.78], [0.18, 0.03, 0.07], [-0.14, 0.13, -0.33], [-0.26, 0.13, -0.11], [0.67, 0.60, -0.86], [0.47, 0.55, 0.33], [0.34, 0.45, 0.20], [-0.42, 0.05, -0.65], [0.58, -0.37, 0.63], [-0.64, 0.22, -0.71], [0.13, -0.14, 0.48], [0.15, 0.09, 0.04], [0.32, 0.19, 0.22], [0.02, 0.51, 0.40], [-0.09, -0.26, -0.60], [-0.05, -0.11, 0.31], [-0.19, 0.03, -0.35], [0.31, -0.17, 0.13], [0.05, 0.08, 0.15], [-0.22, 0.65, -0.29], [-0.27, -0.13, -0.15], [-0.06, -0.15, 0.08], [-0.11, -0.01, 0.12], [0.26, -0.03, 0.18], [0.38, -0.33, -0.01], [0.05, -0.48, -0.72], [0.29, 0.22, 0.10], [0.02, 0.00, 0.12], [-0.14, 0.16, 0.55], [0.02, -0.01, -0.01], [-0.17, 0.02, -0.05], [0.84, -0.05, 0.81], [0.13, 0.18, -0.64], [-0.12, -0.14, 0.09], [-0.62, -0.33, -0.41], [-0.09, 0.39, 0.07], [-0.12, -0.01, 0.04], [-0.36, -0.74, -0.44], [0.10, -0.46, 0.29], [0.23, 0.16, 0.05], [0.14, 0.25, -0.02], [0.00, 0.29, 0.16], [0.19, 0.33, 0.22]]
}

---

(2)
{
  "formula": "C23H34N2O5",
  "method": "wB97M-V/def2-TZVPD",
  "smiles": "COCCC(=O)N1CCC(Oc2ccc(C(=O)N3CCC[C@@H](COC)C3)cc2)CC1",
  "e_above_lowest_kcal_mol": 35.41,
  "energy_ha": -1382.5282,
  "species": ["C", "O", "C", "C", "C", "O", "N", "C", "C", "C", "O", "C", "C", "C", "C", "C", "O", "N", "C", "C", "C", "C", "C", "O", "C", "C", "C", "C", "C", "C", "H", "H", "H", "H", "H", "H", "H", "H", "H", "H", "H", "H", "H", "H", "H", "H", "H", "H", "H", "H", "H", "H", "H", "H", "H", "H", "H", "H", "H", "H", "H", "H", "H", "H"],
  "xyz": [[-7.1232, 1.4348, 0.0766], [-7.6162, 0.1221, -0.0098], [-6.6817, -0.8793, 0.3145], [-5.6430, -1.1248, -0.7876], [-4.7946, -2.3388, -0.4462], [-4.9301, -2.9496, 0.5968], [-3.8921, -2.7288, -1.3807], [-3.5055, -1.9939, -2.5604], [-2.2108, -1.2103, -2.2901], [-1.3034, -1.9973, -1.3229], [0.0662, -1.7802, -1.6066], [0.6711, -0.6164, -1.2437], [1.9991, -0.4856, -1.6550], [2.7248, 0.6415, -1.3351], [2.1495, 1.6597, -0.5821], [2.9520, 2.8877, -0.2709], [3.1775, 3.7359, -1.1146], [3.3902, 2.9903, 1.0068], [4.3276, 4.0353, 1.3618], [5.7346, 3.4516, 1.5058], [5.7359, 2.2950, 2.5055], [4.7009, 1.2479, 2.0928], [4.6375, 0.0848, 3.0915], [3.6144, -0.8453, 2.8279], [3.8196, -1.6468, 1.6893], [3.3299, 1.9255, 1.9773], [0.8276, 1.5348, -0.1823], [0.0882, 0.4110, -0.5100], [-1.5579, -3.4967, -1.4856], [-2.9926, -3.8276, -1.0666], [-7.9804, 2.0935, -0.0508], [-6.6639, 1.6223, 1.0550], [-6.3880, 1.6544, -0.7068], [-7.2651, -1.7904, 0.4628], [-6.1692, -0.6427, 1.2569], [-4.9961, -0.2516, -0.8964], [-6.1702, -1.2915, -1.7293], [-3.3430, -2.7210, -3.3618], [-4.2993, -1.3213, -2.8792], [-2.4423, -0.2292, -1.8736], [-1.6704, -1.0562, -3.2255], [-1.5219, -1.7217, -0.2815], [2.4371, -1.2870, -2.2289], [3.7467, 0.7388, -1.6716], [4.2996, 4.7877, 0.5720], [4.0070, 4.4876, 2.3062], [6.4221, 4.2332, 1.8310], [6.0664, 3.0917, 0.5298], [5.4894, 2.6713, 3.5015], [6.7292, 1.8443, 2.5546], [4.9721, 0.8571, 1.1058], [4.4128, 0.4707, 4.0898], [5.6143, -0.4226, 3.1231], [4.8103, -2.1162, 1.7110], [3.7109, -1.0799, 0.7580], [3.0537, -2.4195, 1.7203], [2.5721, 1.1951, 1.6961], [3.0541, 2.3529, 2.9481], [0.3659, 2.3259, 0.3902], [-0.9364, 0.3510, -0.1788], [-0.8521, -4.0520, -0.8687], [-1.3727, -3.7676, -2.5256], [-3.3346, -4.7373, -1.5731], [-3.0607, -3.9919, 0.0115]],
  "atomic_forces_ev_per_a": [[0.01, 0.02, -0.02], [-0.10, -0.02, -0.13], [0.15, -0.27, 0.02], [-0.31, 0.03, 0.42], [-0.15, 0.24, -0.32], [-0.18, -0.04, 0.37], [0.18, -0.22, -0.03], [0.08, 0.35, -0.12], [0.01, -0.08, 0.12], [-0.37, -0.20, -0.08], [0.23, -0.01, 0.02], [0.24, 0.11, -0.04], [-0.18, -0.10, 0.00], [-0.10, 0.09, 0.07], [-0.16, 0.02, -0.20], [-0.22, -0.05, 0.04], [0.10, 0.06, -0.28], [-0.03, 0.19, 0.24], [0.27, 0.32, -0.29], [-0.16, 0.04, 0.24], [0.04, -0.17, -0.35], [-0.25, -0.14, 0.48], [0.14, 0.25, -0.14], [-0.16, 0.00, 0.12], [-0.01, 0.02, -0.04], [0.13, -0.59, -0.03], [0.31, 0.07, -0.09], [-0.24, -0.26, -0.03], [0.07, 0.35, 0.11], [0.05, -0.27, 0.23], [0.08, 0.07, 0.01], [-0.01, 0.01, -0.01], [-0.01, 0.02, 0.02], [0.14, 0.09, 0.06], [-0.09, -0.05, -0.05], [0.01, 0.02, -0.14], [0.07, 0.07, -0.05], [-0.07, 0.09, -0.01], [0.02, -0.10, -0.03], [-0.02, 0.04, -0.04], [0.05, 0.03, 0.00], [0.06, -0.01, -0.10], [0.05, -0.09, -0.08], [0.11, 0.00, -0.05], [-0.03, -0.04, 0.18], [0.00, 0.01, -0.02], [0.04, 0.04, -0.05], [0.04, 0.03, -0.05], [0.00, 0.00, 0.11], [0.04, 0.00, 0.08], [-0.02, 0.01, -0.05], [0.11, 0.03, -0.02], [-0.05, 0.03, 0.05], [0.01, -0.01, -0.01], [0.01, -0.03, 0.02], [0.04, -0.03, -0.09], [0.08, 0.12, 0.13], [-0.03, -0.04, 0.02], [-0.05, 0.07, 0.08], [-0.11, -0.04, 0.00], [0.00, -0.03, -0.04], [0.05, -0.02, -0.05], [0.04, 0.00, 0.10], [0.04, -0.04, -0.19]]
}

---

(3)
{
  "formula": "C23H34N4O2",
  "method": "wB97M-V/def2-TZVPD",
  "smiles": "CC1(C)[C@@H](CNC(=O)c2cnn(CC3CC3)c2)CCN1C(=O)C1CC2(CCC2)C1",
  "e_above_lowest_kcal_mol": 66.56,
  "energy_ha": -1266.2886,
  "species": ["C", "C", "C", "C", "C", "N", "C", "O", "C", "C", "N", "N", "C", "C", "C", "C", "C", "C", "C", "N", "C", "O", "C", "C", "C", "C", "C", "C", "C", "H", "H", "H", "H", "H", "H", "H", "H", "H", "H", "H", "H", "H", "H", "H", "H", "H", "H", "H", "H", "H", "H", "H", "H", "H", "H", "H", "H", "H", "H", "H", "H", "H", "H"],
  "xyz": [[-2.3688, 0.9473, 0.3436], [-1.3131, -0.0670, 0.7851], [-1.8846, -1.4839, 0.7713], [-0.0120, 0.0134, -0.0554], [-0.1636, 0.3740, -1.5274], [-0.9214, -0.5949, -2.2966], [-0.3831, -1.7976, -2.6366], [0.7774, -2.0780, -2.3839], [-1.2890, -2.7474, -3.3122], [-0.8937, -3.9226, -3.9804], [-1.9338, -4.5807, -4.4581], [-3.0054, -3.8502, -4.1047], [-4.3438, -4.3457, -4.3857], [-4.9908, -4.9680, -3.1778], [-5.9058, -6.1417, -3.3771], [-4.5491, -6.3392, -2.7618], [-2.6661, -2.7484, -3.4155], [0.8592, 1.0175, 0.6907], [0.5944, 0.6707, 2.1452], [-0.8178, 0.2930, 2.1404], [-1.6019, 0.2548, 3.2480], [-2.7896, -0.0376, 3.2065], [-0.9224, 0.5782, 4.5616], [-1.7410, 0.3270, 5.8399], [-0.4800, -0.2504, 6.4977], [0.3601, 0.5927, 7.4812], [0.7987, -0.7246, 8.1592], [-0.4226, -1.4095, 7.5044], [0.1418, -0.4190, 5.0953], [-2.7843, 0.6760, -0.6291], [-3.1814, 0.9615, 1.0666], [-1.9482, 1.9526, 0.2723], [-2.1127, -1.7810, -0.2533], [-1.1505, -2.1883, 1.1673], [-2.7884, -1.5433, 1.3728], [0.4753, -0.9649, -0.0073], [-0.6476, 1.3447, -1.6384], [0.8344, 0.4502, -1.9631], [-1.8571, -0.3761, -2.5852], [0.1089, -4.2888, -4.1254], [-4.9427, -3.5196, -4.7734], [-4.2270, -5.0830, -5.1783], [-5.2501, -4.2758, -2.3854], [-6.7747, -6.2219, -2.7400], [-6.0568, -6.4919, -4.3898], [-3.7810, -6.8095, -3.3610], [-4.4958, -6.5555, -1.7046], [-3.4211, -2.0761, -3.0388], [1.9127, 0.9394, 0.4245], [0.5289, 2.0395, 0.4809], [1.2255, -0.1661, 2.4618], [0.7792, 1.5059, 2.8194], [-0.5240, 1.5950, 4.5348], [-2.2043, 1.1884, 6.3211], [-2.5014, -0.4323, 5.6550], [1.1323, 1.2404, 7.0624], [-0.2825, 1.1833, 8.1374], [1.7355, -1.0965, 7.7438], [0.8675, -0.7359, 9.2455], [-1.2911, -1.3983, 8.1660], [-0.2970, -2.4146, 7.1001], [-0.0275, -1.4219, 4.6948], [1.1943, -0.1577, 4.9785]],
  "atomic_forces_ev_per_a": [[0.00, 0.00, 0.00], [0.00, 0.00, 0.00], [0.00, 0.00, 0.00], [0.00, 0.00, 0.00], [0.00, 0.00, 0.00], [0.00, 0.00, 0.00], [0.00, 0.00, 0.00], [0.00, 0.00, 0.00], [0.00, 0.00, 0.00], [0.00, 0.00, 0.00], [0.00, -0.02, 0.04], [0.01, 0.02, -0.05], [-0.02, 0.03, 0.02], [0.01, -0.03, -0.01], [0.00, 0.00, 0.00], [0.00, 0.00, 0.00], [0.00, 0.00, 0.00], [0.00, 0.00, 0.00], [0.00, 0.00, 0.00], [0.00, 0.00, 0.00], [0.00, 0.01, 0.00], [0.00, 0.00, 0.00], [0.00, 0.00, 0.00], [0.00, 0.00, 0.00], [0.00, 0.00, 0.00], [0.00, 0.00, 0.00], [0.00, 0.00, 0.00], [0.00, 0.00, 0.00], [0.00, 0.00, 0.00], [0.00, 0.00, 0.00], [0.00, 0.00, 0.00], [0.00, 0.00, 0.00], [0.00, 0.00, 0.00], [0.00, 0.00, 0.00], [0.00, 0.00, 0.00], [0.00, 0.00, 0.00], [0.00, 0.00, 0.00], [0.00, 0.00, 0.00], [0.00, 0.00, 0.00], [0.00, 0.00, 0.00], [0.00, 0.00, 0.00], [0.00, 0.00, 0.00], [0.00, 0.00, 0.00], [0.00, 0.00, 0.00], [0.00, 0.00, 0.00], [0.00, 0.00, 0.00], [0.00, 0.00, 0.00], [0.00, 0.00, 0.00], [0.00, 0.00, 0.00], [0.00, 0.00, 0.00], [0.00, 0.00, 0.00], [0.00, 0.00, 0.00], [0.00, 0.00, 0.00], [0.00, 0.00, 0.00], [0.00, 0.00, 0.00], [0.00, 0.00, 0.00], [0.00, 0.00, 0.00], [0.00, 0.00, 0.00], [0.00, 0.00, 0.00], [0.00, 0.00, 0.00], [0.00, 0.00, 0.00], [0.00, 0.00, 0.00], [0.00, 0.00, 0.00]]
}